The following is a DFT calculation (ωB97M-V/def2-TZVPD) of a cluster of 3 separate species, C5H12O2 in total at a distorted geometry.

Each line ends with the Mulliken charge.
Cartesian coordinates (Å):
C: -2.3098 0.6008 -0.4748  -0.44
O: -1.1216 0.4061 -0.9928  -0.36
C: -0.2304 0.7043 0.1047  -0.77
C: 0.9701 -0.2452 0.0556  0.71
C: 1.8820 0.1155 1.2253  -1.57
C: 0.5945 -1.7453 0.1171  -0.68
O: -0.0614 -2.2207 -1.0354  -0.55
H: -2.3724 2.1283 -0.3365  0.10
H: -1.7870 2.3429 -2.5348  0.05
H: -3.2928 0.7116 -0.8630  0.44
H: -0.1115 1.9476 0.0050  0.23
H: -0.7661 0.5727 1.0675  0.41
H: 1.4836 -0.0828 -0.8963  0.26
H: 2.7978 -0.4809 1.1931  0.40
H: 1.3899 -0.0758 2.1892  0.36
H: 2.1571 1.1747 1.1918  0.40
H: 1.5134 -2.3419 0.1977  0.32
H: 0.0109 -1.9354 1.0385  0.29
H: -0.7465 -1.5765 -1.2518  0.39

Cartesian forces, eV/Å:
C -1.0930 6.5065 0.7877
O -0.2208 -1.7132 0.3474
C 0.6540 2.3814 0.0747
C 0.0843 0.5206 -0.0615
C 0.1680 -0.0160 0.0384
C 0.0974 0.3471 0.2799
O -0.1724 0.0879 -0.0038
H 0.3909 -3.2871 0.7092
H -0.0855 0.1248 -0.0569
H -0.5226 -1.8045 -1.5207
H 0.4120 -3.2660 0.3409
H 0.2458 -0.0311 -0.5577
H 0.1180 -0.0149 0.0374
H -0.0699 0.0980 0.0421
H 0.0607 0.0276 -0.2094
H 0.0020 -0.1633 0.0358
H -0.1250 0.2651 0.0538
H 0.0127 0.0537 -0.2287
H 0.0434 -0.1165 -0.1087

## Properties
- HOMO level (spin up / spin down) (eV) = -9.69 / -8.94
- orbital gap (spin up / spin down) (eV) = 9.356 / 8.535
- total charge = 0

---

The following is a DFT calculation (ωB97M-V/def2-TZVPD) of a cluster of 2 separate species, C5H12O2 in total at a distorted geometry.

Each line ends with the Mulliken charge.
Cartesian coordinates (Å):
C: -0.1196 2.5237 0.7720  -1.12
C: -0.7382 1.1411 1.0300  -0.37
C: -0.0596 -0.0452 0.2922  0.55
O: 0.8700 0.2092 -0.4782  -0.72
C: -0.5014 -1.5154 0.4930  -0.39
C: 0.2519 -2.7028 -0.1881  -1.08
H: -0.3400 3.1944 1.6194  0.37
H: -0.5723 2.9484 -0.1398  0.28
H: 0.9738 2.4790 0.6339  0.29
H: -0.5408 1.0051 2.1107  0.29
H: -1.8344 1.1032 0.8807  0.32
H: -0.3938 -1.6618 1.5850  0.29
H: -1.5823 -1.5380 0.2552  0.32
H: -0.3007 -3.6423 -0.0190  0.36
H: 1.2873 -2.8345 0.1687  0.28
H: 0.2765 -2.4993 -1.2719  0.26
O: 1.0889 0.8250 -2.9205  -0.67
H: 0.5985 0.9829 -2.0821  0.42
H: 1.6362 0.0271 -2.7411  0.30

Cartesian forces, eV/Å:
C -0.3434 0.0783 -0.7724
C 0.4977 -0.6670 0.8835
C 1.3724 0.2017 -1.4601
O -1.1711 -0.6346 1.6784
C 0.0081 0.2117 1.0332
C -0.2512 1.0693 -0.5102
H 0.0198 -0.2756 -0.4047
H 0.3971 0.0801 0.3175
H -0.5279 -0.1122 0.0583
H -0.4440 -0.6073 -0.3106
H 0.5192 0.0623 0.0952
H -0.4719 0.0435 -0.2435
H 0.4043 -0.1334 0.2085
H 0.1810 0.4792 -0.0042
H -0.4890 0.2397 -0.0865
H 0.1443 -0.3046 0.3488
O -0.0037 -0.4342 0.0761
H 0.8854 -0.2915 -0.9354
H -0.7272 0.9945 0.0282

## Properties
- HOMO level (eV) = -10.03
- orbital gap (eV) = 10.771
- SMILES string = CCC(=O)CC.O
- total charge = 0

---

Relative energy (zero: lowest compared OMol25 entry of this formula, charge and spin) values, unit eV, following the record order: 8.762, 0.934.